{
  "formula": "C4H11NO",
  "method": "wB97M-V/def2-TZVPD",
  "homo_lumo_gap_ev": 9.9,
  "lumo_energy_ev": 1.06,
  "largest_force_ha_per_bohr": 0.091,
  "smiles": "CNC[C@H](C)O",
  "e_tot_ev": -7862.3300,
  "total_charge": 0,
  "spin_multiplicity": 1,
  "elements": ["C", "N", "C", "C", "C", "O", "H", "H", "H", "H", "H", "H", "H", "H", "H", "H", "H"],
  "positions_angstrom": [[-1.626, 2.057, 0.682], [-0.561, 1.421, -0.166], [-0.444, 0.040, -0.007], [0.892, -0.605, -0.492], [0.782, -2.121, -0.676], [1.965, -0.428, 0.471], [-2.339, 2.766, 0.148], [-1.138, 2.554, 1.569], [-2.194, 1.214, 1.047], [0.251, 1.942, 0.265], [-0.427, -0.301, 1.007], [-1.281, -0.412, -0.434], [1.112, -0.186, -1.454], [0.651, -2.410, -1.702], [1.762, -2.448, -0.192], [-0.053, -2.414, 0.008], [2.648, -0.670, -0.073]]
}